Record 1
84
Properties=species:S:1:pos:R:3 method="wB97M-V/def2-TZVPD" spin_multiplicity=5 gap_ev="7.39 / 4.56" homo_ev="-12.159 / -13.157" s2=6.034 charge=+2
Ru -0.154 0.336 -0.209
C -1.733 -1.661 -0.169
C -1.516 -0.805 -1.322
C 0.409 -2.085 -0.917
C -0.575 -2.468 0.016
C -0.142 -1.062 -1.782
C -2.987 -1.730 0.605
H -3.606 -0.842 0.422
H -2.774 -1.795 1.683
H -3.587 -2.608 0.318
C -0.416 -3.567 0.995
H -1.295 -3.660 1.639
H 0.462 -3.402 1.635
H -0.268 -4.529 0.480
C 1.762 -2.672 -1.054
H 1.711 -3.704 -1.428
H 2.285 -2.698 -0.087
H 2.367 -2.086 -1.753
C 0.379 -0.700 -3.123
H 0.140 -1.485 -3.857
H 1.467 -0.574 -3.093
H -0.069 0.232 -3.476
C -2.567 -0.123 -2.118
H -3.059 -0.817 -2.815
H -2.134 0.690 -2.704
H -3.332 0.300 -1.460
C -0.244 1.503 1.561
C -1.542 1.568 1.004
C -2.043 2.714 0.173
C -1.055 3.160 -0.929
C -0.148 2.061 -1.447
C 1.151 1.772 -0.919
C 1.727 2.513 0.259
C 0.780 2.602 1.477
H -2.302 3.568 0.821
H -0.468 4.027 -0.594
H -2.985 2.404 -0.306
H 0.276 3.579 1.504
H -0.130 0.773 2.395
H -2.311 0.975 1.509
H 1.392 2.536 2.388
H 2.640 1.987 0.572
H 1.869 1.331 -1.612
H 2.051 3.519 -0.048
H -1.654 3.502 -1.785
H -0.288 1.849 -2.508
P 4.315 5.966 0.468
P 6.516 5.918 -1.607
C 5.322 7.557 0.333
C 6.679 7.277 -0.320
H 5.457 7.977 1.341
H 4.742 8.282 -0.259
H 7.101 8.177 -0.794
H 7.404 6.913 0.424
C 8.317 5.777 -1.970
H 8.445 5.153 -2.861
H 8.812 5.285 -1.125
H 8.781 6.756 -2.143
C 6.093 7.016 -3.033
H 6.765 7.884 -3.086
H 5.054 7.355 -2.948
H 6.194 6.420 -3.949
C 4.346 5.823 2.305
H 3.649 5.028 2.600
H 4.058 6.770 2.780
H 5.358 5.542 2.625
C 2.647 6.704 0.246
H 2.529 6.985 -0.808
H 2.515 7.588 0.884
H 1.898 5.942 0.497
C 0.528 -1.334 5.431
Si -0.922 -1.069 4.231
C -2.161 -2.512 4.443
C -1.934 0.445 4.822
O -0.401 -0.902 2.735
H 0.194 -1.382 6.477
H 1.255 -0.515 5.346
H 1.065 -2.263 5.198
H -2.479 -2.598 5.492
H -3.065 -2.352 3.841
H -1.724 -3.472 4.144
H -1.391 1.381 4.633
H -2.889 0.503 4.283
H -2.155 0.389 5.896

Record 2
98
Properties=species:S:1:pos:R:3 method="wB97M-V/def2-TZVPD" smiles="FC(F)C(F)(F)COC(F)(F)C(F)F.FC(F)C(F)(F)COC(F)(F)C(F)F.FC(F)C(F)(F)COC(F)(F)C(F)F.FC(F)C(F)(F)COC(F)(F)C(F)F.NCCCCCN(N)S(=O)(=O)F" gap_ev=8.59 homo_ev=-9.382
N 3.143 -3.244 2.811
C 1.674 -3.601 2.863
C 0.677 -2.497 2.145
C -0.085 -1.491 3.192
C -1.677 -1.913 3.478
C -1.842 -3.439 4.054
N -2.984 -4.232 3.460
N -3.012 -4.181 2.072
S -2.618 -5.942 3.802
O -1.823 -6.611 2.613
O -1.870 -6.149 5.141
F -4.148 -6.781 3.829
H 3.354 -2.533 3.557
H 3.667 -4.127 3.040
H 1.410 -4.664 2.428
H 1.337 -3.638 4.008
H -0.115 -3.090 1.495
H 1.338 -1.870 1.389
H -0.128 -0.429 2.666
H 0.469 -1.333 4.218
H -2.059 -1.106 4.270
H -2.259 -1.686 2.488
H -0.838 -4.038 3.993
H -2.085 -3.332 5.218
H -3.665 -4.963 1.768
H -3.565 -3.307 1.825
C -1.852 2.266 -2.092
C -3.247 1.718 -2.437
C -4.152 1.422 -1.240
F -3.608 0.546 -0.369
F -5.322 0.865 -1.659
F -3.104 0.632 -3.243
F -3.872 2.665 -3.209
O -0.791 1.310 -1.994
C -0.729 0.600 -0.755
C -1.121 -0.879 -0.887
F -2.313 -1.044 -1.511
F -1.238 -1.465 0.334
F -1.469 1.267 0.163
F 0.561 0.693 -0.330
H -1.557 2.907 -2.931
H -1.875 2.943 -1.229
H -4.400 2.337 -0.700
H -0.370 -1.429 -1.463
C 4.002 2.599 -2.370
C 2.720 3.358 -1.989
C 1.436 2.856 -2.653
F 1.497 2.871 -4.001
F 0.386 3.651 -2.311
F 2.916 4.686 -2.209
F 2.565 3.233 -0.632
O 4.779 3.144 -3.441
C 4.304 2.832 -4.752
C 3.712 4.047 -5.484
F 2.779 4.693 -4.742
F 3.099 3.672 -6.638
F 3.441 1.792 -4.664
F 5.379 2.364 -5.443
H 4.667 2.661 -1.499
H 3.824 1.524 -2.498
H 1.199 1.842 -2.329
H 4.496 4.771 -5.728
C -8.421 -5.836 7.248
C -8.587 -4.340 6.930
C -9.785 -3.984 6.047
F -9.774 -4.624 4.858
F -9.783 -2.653 5.763
F -7.421 -3.871 6.411
F -8.743 -3.688 8.127
O -7.547 -6.582 6.395
C -8.120 -6.994 5.152
C -7.537 -6.249 3.942
F -7.570 -4.902 4.100
F -8.239 -6.525 2.812
F -9.467 -6.890 5.242
F -7.858 -8.325 5.037
H -7.943 -5.890 8.234
H -9.386 -6.339 7.387
H -10.725 -4.210 6.553
H -6.492 -6.534 3.778
C 8.718 4.986 -5.987
C 7.284 5.454 -5.690
C 6.891 6.799 -6.305
F 7.703 7.810 -5.930
F 5.637 7.151 -5.908
F 7.087 5.438 -4.344
F 6.436 4.501 -6.194
O 9.715 5.307 -5.011
C 10.224 6.641 -5.082
C 9.777 7.520 -3.905
F 8.433 7.495 -3.721
F 10.116 8.821 -4.109
F 9.901 7.163 -6.289
F 11.580 6.529 -5.078
H 8.690 3.889 -5.988
H 9.039 5.250 -7.002
H 6.887 6.745 -7.394
H 10.241 7.185 -2.972

Record 3
10
Properties=species:S:1:pos:R:3 method="wB97M-V/def2-TZVPD" relative_energy_kcal_mol=0.96 gap_ev=8.79 homo_ev=-4.866 charge=-1
C 0.420 2.049 -0.008
C -2.100 0.099 -0.405
C 1.564 -0.199 0.323
N 1.020 1.076 0.073
O -2.857 0.168 0.471
O -1.480 0.471 -1.357
Cl -1.215 -1.996 -0.219
H 2.401 -0.615 -0.334
H 0.612 -0.736 0.021
H 1.636 -0.316 1.437

Record 4
18
Properties=species:S:1:pos:R:3 method="wB97M-V/def2-TZVPD" spin_multiplicity=2 relative_energy_kcal_mol=6.59 gap_ev="10.84 / 5.86" homo_ev="-19.162 / -19.158" s2=0.753 charge=+2
O 0.900 1.742 0.052
C 0.357 0.982 -0.699
O -0.142 1.291 -1.878
C 0.024 -0.418 -0.207
C 1.209 -1.383 -0.542
S 0.946 -3.053 0.081
N -0.218 -0.198 1.268
H -0.150 2.261 -1.969
H -0.833 -0.910 -0.648
H 1.175 -1.497 -1.617
H 2.256 -1.073 -0.434
H 2.240 -3.452 -0.038
H -0.809 0.660 1.359
H -0.631 -1.010 1.711
H 0.676 0.040 1.699
H -1.962 2.696 0.660
H -2.993 1.588 0.510
O -2.046 1.733 0.691